[1]
A molecular structure, C9H8F6N4O10S4V. Source: OMol25; level of theory: ωB97M-V/def2-TZVPD.

Computed properties:
Kohn-Sham gap in eV: 7.77
LUMO energy in eV: -7.13
HOMO energy in eV: -14.90
Net charge: +1

```
42
C9H8F6N4O10S4V, DFT ωB97M-V/def2-TZVPD
V 0.352 0.518 0.923
O -1.103 3.526 1.815
S -0.001 3.098 1.051
O 0.980 3.988 0.549
O 0.766 1.922 1.909
O -0.380 2.036 -0.016
F -1.304 -2.701 1.338
C -1.475 -2.931 0.034
F -2.525 -3.693 -0.160
F -0.384 -3.504 -0.451
S -1.699 -1.305 -0.824
O -0.399 -0.637 -0.490
O -1.861 -1.575 -2.202
N -2.893 -0.582 -0.162
S -2.809 0.434 1.031
O -1.470 0.326 1.698
O -3.283 1.728 0.729
C -3.911 -0.296 2.334
F -5.152 -0.229 1.906
F -3.565 -1.555 2.547
F -3.756 0.412 3.433
O 1.878 0.479 -0.120
S 2.657 0.667 -1.465
C 1.641 -0.106 -2.746
C 0.619 0.943 -3.161
C 1.401 2.247 -3.273
C 2.296 2.356 -2.033
H 1.261 -1.045 -2.350
H 2.354 -0.325 -3.546
H -0.164 1.028 -2.408
H 0.148 0.661 -4.102
H 0.749 3.117 -3.332
H 2.020 2.236 -4.172
H 1.817 2.851 -1.188
H 3.258 2.835 -2.209
O 0.896 -0.675 2.028
N 1.177 -1.329 3.145
C 1.918 -2.355 2.923
C 2.308 -3.169 4.032
N 2.651 -3.833 4.902
C 2.352 -2.686 1.589
N 2.635 -2.876 0.494
```

Atomic partial charges in e from the Löwdin method, atoms 1 to 4: 1.113, -0.161, 0.502, -0.192

=====

[2]
A single C4H6NP molecule. Source: OMol25; level of theory: ωB97M-V/def2-TZVPD.

Computed properties:
Kohn-Sham gap (alpha / beta) in eV: 6.28 / 6.88
<S²>: 2.01
LUMO energy (alpha / beta) in eV: 1.00 / -1.96
Energy above the lowest of the compared OMol25 structures with the same formula, charge and spin in kJ/mol: 0.00
Spin multiplicity: 3
HOMO energy (alpha / beta) in eV: -5.28 / -8.84
Net charge: 0

```
12
C4H6NP, DFT ωB97M-V/def2-TZVPD
C 0.533 0.957 -0.313
C 0.083 0.728 -1.594
C -1.017 -0.783 0.132
C -0.101 0.045 0.663
N 0.290 0.084 2.035
P -1.111 -0.625 -1.749
H 1.226 1.675 0.074
H 0.456 1.322 -2.390
H -1.735 -1.541 0.638
H 1.144 0.548 1.897
H 0.381 -0.838 2.405
H -0.149 -1.573 -1.798
```

Atomic partial charges in e from the Löwdin method, atoms 1 to 4: -0.158, -0.376, -0.244, -0.428

=====

[3]
2 unconnected molecules or ions with the total composition C8H10N4O. Source: OMol25; level of theory: ωB97M-V/def2-TZVPD.

Computed properties:
Kohn-Sham gap in eV: 6.79
LUMO energy in eV: -7.91
Energy above the lowest of the compared OMol25 structures with the same formula, charge and spin in kJ/mol: 529.10
HOMO energy in eV: -14.70
Net charge: +2

```
23
C8H10N4O, DFT ωB97M-V/def2-TZVPD
C 10.389 -2.808 -12.475
C 11.614 -2.257 -12.223
C 9.321 -2.081 -13.016
C 11.835 -0.833 -12.405
C 9.437 -0.657 -13.155
C 10.688 -0.325 -12.887
C -8.545 2.173 11.770
C -11.913 1.821 11.163
N -7.744 0.025 11.889
N -7.978 -1.054 11.888
N -7.550 1.211 12.192
N -9.710 1.743 11.490
O -10.680 2.579 11.166
H 10.236 -3.772 -12.303
H 12.329 -2.929 -11.980
H 8.343 -2.339 -13.237
H 12.884 -0.398 -12.319
H 8.679 0.131 -13.343
H -8.093 3.202 11.809
H -12.085 1.120 11.942
H -11.868 1.286 10.162
H -12.649 2.616 10.936
H -6.940 1.548 12.937
```

Atomic partial charges in e from the Löwdin method, atoms 1 to 4: -0.015, 0.021, 0.047, 0.055

=====

[4]
A molecular structure, C45H48BaN9O4S2. Source: OMol25; level of theory: ωB97M-V/def2-TZVPD.

Computed properties:
Kohn-Sham gap in eV: 6.97
LUMO energy in eV: -2.72
Energy above the lowest of the compared OMol25 structures with the same formula, charge and spin in kJ/mol: 395.63
HOMO energy in eV: -9.69
Net charge: +1

```
109
C45H48BaN9O4S2, DFT ωB97M-V/def2-TZVPD
Ba -0.782 -0.704 1.245
C 2.049 -6.312 4.373
C 1.486 -5.355 3.373
C 2.251 -4.795 2.392
C 1.724 -3.950 1.376
C 2.704 -3.435 0.525
N 2.685 -2.915 -0.688
C 1.649 -2.975 -1.691
C 1.936 -1.917 -2.751
C 0.767 -1.693 -3.698
N -0.379 -1.185 -2.987
C -1.546 -1.022 -3.540
C -2.705 -0.580 -2.890
C -3.892 -0.467 -3.649
C -5.078 -0.087 -3.080
C -6.346 0.016 -3.866
C -5.090 0.178 -1.703
C -3.976 0.057 -0.896
C -4.131 0.334 0.515
N -3.240 0.195 1.406
C -3.564 0.585 2.747
C -3.056 -0.414 3.788
C -3.295 -1.870 3.380
N -2.174 -2.360 2.623
C -1.633 -3.432 3.031
C -0.399 -4.019 2.583
C 0.152 -4.934 3.454
C 0.320 -3.563 1.410
O -0.215 -2.832 0.552
C -2.703 -0.325 -1.464
O -1.656 -0.448 -0.774
H 3.134 -6.297 4.350
H 1.710 -7.324 4.156
H 1.715 -6.058 5.375
H 3.301 -5.047 2.340
H 3.709 -3.500 0.931
H 3.571 -2.570 -1.038
H 0.677 -2.825 -1.213
H 1.656 -3.975 -2.149
H 2.805 -2.214 -3.342
H 2.159 -0.968 -2.264
H 0.497 -2.631 -4.195
H 1.067 -0.966 -4.462
H -0.300 -0.902 -2.003
H -1.620 -1.259 -4.598
H -3.847 -0.696 -4.704
H -6.172 -0.173 -4.921
H -6.789 1.005 -3.757
H -7.069 -0.714 -3.505
H -6.031 0.474 -1.258
H -5.134 0.700 0.792
H -4.649 0.737 2.868
H -3.052 1.539 2.914
H -3.563 -0.209 4.732
H -1.989 -0.267 3.950
H -4.194 -1.934 2.756
H -3.454 -2.488 4.276
H -2.065 -3.944 3.906
H -0.447 -5.294 4.279
C 6.640 0.487 0.161
C 5.326 0.481 0.882
C 4.139 0.735 0.204
C 2.921 0.703 0.862
C 2.889 0.422 2.216
C 4.059 0.179 2.913
C 5.273 0.215 2.247
S 1.314 0.096 3.003
O 0.996 -1.222 2.451
O 1.437 0.127 4.433
N 0.205 1.051 2.397
C -0.087 2.270 2.906
C 0.700 2.935 3.866
C 0.291 4.164 4.324
C -0.880 4.726 3.819
C -1.576 4.013 2.866
N -1.209 2.818 2.421
H 6.514 0.264 -0.895
H 7.325 -0.231 0.607
H 7.104 1.469 0.242
H 4.159 0.955 -0.853
H 2.001 0.900 0.324
H 4.000 -0.044 3.969
H 6.188 0.019 2.790
H 1.596 2.464 4.236
H 0.871 4.692 5.067
H -1.233 5.685 4.159
H -2.488 4.401 2.424
C 3.760 2.858 -4.591
N 2.438 3.374 -4.370
C 1.859 4.461 -4.978
C 0.591 4.558 -4.530
N 0.378 3.533 -3.628
C 1.529 2.799 -3.536
S 1.781 1.414 -2.682
C -0.789 3.325 -2.874
C -2.041 3.544 -3.442
C -3.150 3.379 -2.630
C -2.968 3.015 -1.305
C -1.677 2.780 -0.851
N -0.616 2.929 -1.624
H 4.454 3.674 -4.785
H 3.772 2.163 -5.437
H 4.064 2.318 -3.693
H 2.392 5.079 -5.672
H -0.165 5.277 -4.761
H -2.146 3.823 -4.477
H -4.139 3.545 -3.028
H -3.803 2.926 -0.631
H -1.477 2.483 0.170
```

Atomic partial charges in e from the Löwdin method, atoms 1 to 4: 2.208, -0.043, -0.263, 0.017

=====

[5]
A single C21H27N3O4S molecule. Source: OMol25; level of theory: ωB97M-V/def2-TZVPD.

Computed properties:
Kohn-Sham gap in eV: 9.30
LUMO energy in eV: 0.51
SMILES: CCN(CC)S(=O)(=O)c1ccc(NC(=O)C[C@@H](NC(C)=O)c2ccccc2)cc1
Energy above the lowest of the compared OMol25 structures with the same formula, charge and spin in kJ/mol: 140.43
HOMO energy in eV: -8.79
Net charge: 0

```
56
C21H27N3O4S, DFT ωB97M-V/def2-TZVPD
C 2.970 -0.198 -1.651
C 3.556 -1.520 -2.143
N 2.671 -2.166 -3.089
C 3.010 -2.130 -4.495
C 4.172 -3.051 -4.861
S 1.946 -3.565 -2.529
O 1.285 -4.188 -3.639
O 2.859 -4.352 -1.745
C 0.726 -2.846 -1.440
C 0.916 -2.842 -0.072
C 0.011 -2.196 0.751
C -1.089 -1.548 0.191
N -2.008 -0.831 0.955
C -1.936 -0.494 2.278
O -1.134 -0.940 3.062
C -2.956 0.567 2.651
C -2.564 1.897 1.961
N -3.433 2.972 2.386
C -4.597 3.224 1.739
C -5.381 4.378 2.320
O -4.954 2.572 0.780
C -1.108 2.192 2.220
C -0.179 2.033 1.200
C 1.169 2.231 1.438
C 1.602 2.598 2.700
C 0.683 2.762 3.722
C -0.664 2.555 3.485
C -1.282 -1.581 -1.193
C -0.373 -2.226 -2.006
H 2.806 0.476 -2.489
H 3.658 0.272 -0.952
H 2.020 -0.366 -1.150
H 4.532 -1.340 -2.604
H 3.701 -2.203 -1.303
H 3.232 -1.093 -4.764
H 2.115 -2.452 -5.029
H 3.918 -4.070 -4.581
H 5.081 -2.763 -4.338
H 4.357 -3.011 -5.931
H 1.774 -3.352 0.336
H 0.153 -2.177 1.818
H -2.763 -0.418 0.424
H -2.936 0.693 3.734
H -3.961 0.282 2.339
H -2.731 1.797 0.882
H -3.178 3.499 3.205
H -4.773 5.280 2.326
H -5.679 4.149 3.341
H -6.270 4.546 1.719
H -0.511 1.746 0.211
H 1.879 2.095 0.637
H 2.654 2.750 2.889
H 1.016 3.042 4.710
H -1.368 2.663 4.298
H -2.143 -1.091 -1.625
H -0.497 -2.263 -3.076
```

Atomic partial charges in e from the Löwdin method, atoms 1 to 4: -0.069, -0.255, -0.263, -0.258

=====

[6]
2 unconnected molecules or ions with the total composition C4H12. Source: OMol25; level of theory: ωB97M-V/def2-TZVPD.

Computed properties:
Kohn-Sham gap in eV: 12.51
LUMO energy in eV: 1.12
SMILES: CC.CC
Energy above the lowest of the compared OMol25 structures with the same formula, charge and spin in kJ/mol: 97.08
HOMO energy in eV: -11.39
Net charge: 0

```
16
C4H12, DFT ωB97M-V/def2-TZVPD
C 0.338 -1.541 0.440
C 1.645 -2.359 0.087
H -0.253 -1.777 1.295
H 0.736 -0.580 0.743
H -0.177 -1.628 -0.423
H 2.503 -2.182 0.707
H 1.491 -3.430 0.230
H 1.910 -2.145 -0.924
C -1.429 1.247 -0.376
C -0.622 2.628 -0.174
H -2.500 1.504 -0.659
H -1.126 0.725 -1.213
H -1.301 0.757 0.569
H -0.982 3.409 -0.814
H 0.421 2.496 -0.328
H -0.653 2.877 0.839
```

Atomic partial charges in e from the Löwdin method, atoms 1 to 4: -0.141, -0.139, 0.056, 0.058

=====

[7]
7 unconnected molecules or ions with the total composition C32H64IN2O20P. Source: OMol25; level of theory: ωB97M-V/def2-TZVPD.

Computed properties:
Kohn-Sham gap in eV: 9.08
LUMO energy in eV: 0.33
SMILES: [H]/N=C/C[C@H]1C[C@@H](CCN)[C@H](P(O)I)O1.CCOC(=O)OC.CCOC(=O)OC.CCOC(=O)OC.CCOC(=O)OC.CCOC(=O)OC.CCOC(=O)OC
HOMO energy in eV: -8.75
Net charge: 0

```
120
C32H64IN2O20P, DFT ωB97M-V/def2-TZVPD
H -3.005 -7.379 3.120
N -3.052 -6.363 3.051
C -3.101 -5.972 1.852
C -3.220 -4.504 1.559
C -4.635 -3.973 1.686
C -4.828 -2.538 2.138
C -6.336 -2.442 1.921
C -7.033 -1.092 2.068
C -7.523 -0.789 3.487
N -6.518 -0.455 4.490
C -6.406 -3.031 0.497
P -8.030 -3.855 0.170
O -8.639 -2.593 -0.692
I -7.427 -5.425 -1.636
O -5.335 -4.004 0.431
H -3.092 -6.667 1.006
H -2.823 -4.285 0.563
H -2.598 -3.975 2.289
H -5.181 -4.613 2.398
H -4.418 -2.278 3.115
H -4.372 -1.893 1.373
H -6.829 -3.161 2.594
H -6.361 -0.287 1.742
H -7.908 -1.068 1.406
H -8.100 -1.647 3.853
H -8.223 0.049 3.438
H -6.103 0.448 4.289
H -5.767 -1.136 4.517
H -6.184 -2.251 -0.241
H -9.545 -2.777 -0.980
C 1.190 0.384 -0.421
C -0.199 -0.167 -0.192
O -0.300 -1.572 -0.478
C 0.214 -2.377 0.446
O 0.764 -2.042 1.463
O -0.034 -3.636 0.080
C 0.456 -4.629 0.986
H 1.517 0.186 -1.442
H 1.192 1.462 -0.265
H 1.909 -0.065 0.263
H -0.909 0.301 -0.870
H -0.540 0.009 0.829
H 0.118 -4.414 1.998
H 1.543 -4.672 0.961
H 0.030 -5.567 0.643
C -4.335 0.605 3.208
C -3.099 1.464 3.043
O -3.190 2.330 1.898
C -3.997 3.381 2.037
O -4.617 3.676 3.025
O -3.999 4.056 0.888
C -4.862 5.199 0.875
H -4.525 0.036 2.296
H -4.188 -0.095 4.031
H -5.210 1.216 3.425
H -2.233 0.836 2.839
H -2.898 2.054 3.936
H -4.626 5.868 1.699
H -5.903 4.889 0.946
H -4.681 5.690 -0.076
C -2.032 -6.061 6.485
C -3.277 -6.916 6.517
O -3.900 -6.924 7.817
C -4.592 -5.829 8.119
O -4.766 -4.874 7.407
O -5.059 -5.960 9.362
C -5.789 -4.827 9.841
H -1.326 -6.387 7.250
H -1.560 -6.144 5.506
H -2.275 -5.014 6.658
H -3.034 -7.961 6.331
H -4.000 -6.590 5.771
H -6.602 -4.578 9.162
H -5.130 -3.967 9.947
H -6.181 -5.121 10.809
C 4.684 2.844 -5.657
C 3.284 2.377 -5.334
O 3.057 2.283 -3.915
C 2.858 3.440 -3.292
O 2.804 4.529 -3.802
O 2.724 3.190 -1.987
C 2.568 4.357 -1.176
H 5.421 2.191 -5.188
H 4.845 2.824 -6.736
H 4.850 3.861 -5.305
H 3.118 1.364 -5.697
H 2.529 3.029 -5.774
H 1.736 4.968 -1.517
H 3.481 4.949 -1.191
H 2.375 3.998 -0.169
C 9.801 3.144 -10.944
C 9.397 2.280 -9.772
O 8.065 2.577 -9.313
C 7.081 2.091 -10.064
O 7.203 1.408 -11.048
O 5.921 2.486 -9.536
C 4.765 2.082 -10.277
H 9.704 4.200 -10.689
H 10.840 2.944 -11.206
H 9.180 2.938 -11.815
H 10.025 2.480 -8.906
H 9.463 1.219 -10.011
H 4.763 1.005 -10.432
H 4.735 2.589 -11.240
H 3.913 2.379 -9.674
C 6.664 3.439 -0.646
C 6.421 4.921 -0.466
O 7.235 5.486 0.576
C 8.511 5.690 0.254
O 9.017 5.478 -0.818
O 9.141 6.163 1.329
C 10.542 6.387 1.143
H 6.513 2.912 0.296
H 5.968 3.038 -1.384
H 7.679 3.250 -0.992
H 5.402 5.099 -0.128
H 6.583 5.472 -1.392
H 10.717 7.042 0.292
H 11.060 5.442 0.986
H 10.886 6.856 2.059
```

Atomic partial charges in e from the Löwdin method, atoms 1 to 4: 0.057, 0.113, -0.229, -0.118

=====

[8]
A molecular structure, C42H53AsBrLaN6O2S2Si3. Source: OMol25; level of theory: ωB97M-V/def2-TZVPD.

Computed properties:
Kohn-Sham gap in eV: 7.09
LUMO energy in eV: -0.42
Energy above the lowest of the compared OMol25 structures with the same formula, charge and spin in kJ/mol: 39.49
HOMO energy in eV: -7.52
Net charge: 0

```
111
C42H53AsBrLaN6O2S2Si3, DFT ωB97M-V/def2-TZVPD
La 0.147 -1.525 2.114
C 0.044 3.229 3.837
C -0.276 1.899 3.340
N 0.596 1.062 2.990
N 1.907 1.405 3.164
C 2.687 0.380 3.059
O 2.403 -0.848 2.788
C 4.100 0.671 3.448
C 4.435 1.803 4.159
C 5.696 2.088 4.679
C 6.638 1.070 4.524
C 6.404 -0.080 3.783
C 5.111 -0.283 3.299
C -1.701 1.451 3.090
C -2.758 2.347 3.177
C -4.014 1.984 2.765
C -4.224 0.675 2.384
C -3.091 -0.153 2.271
N -1.869 0.196 2.620
H -0.490 3.951 3.203
H 1.131 3.355 3.726
H -0.227 3.420 4.898
H 3.599 2.539 4.360
H 5.938 2.915 5.347
H 7.672 1.210 4.982
H 7.102 -0.911 3.708
H 4.879 -1.249 2.855
H -2.613 3.321 3.559
H -4.812 2.644 2.953
H -5.200 0.238 2.144
H -3.267 -1.205 1.949
O 2.032 3.855 -0.524
C 1.716 2.557 -0.472
C 0.397 2.162 -0.305
C 0.283 0.768 -0.278
N 1.251 -0.133 -0.176
C 2.487 0.333 -0.255
Br 3.882 -0.895 -0.089
C 2.802 1.642 -0.447
H 1.315 4.516 -0.677
H -0.516 2.800 -0.360
H -0.728 0.421 -0.144
H 3.804 2.024 -0.790
S 2.991 -5.165 -0.081
C 3.721 -4.635 1.398
C 2.803 -3.747 1.968
N 1.672 -3.520 1.258
C 1.646 -4.202 0.142
H 4.710 -4.902 1.726
H 2.963 -3.308 2.944
H 0.872 -4.111 -0.605
C -4.024 -5.301 4.560
C -3.412 -5.158 3.336
C -2.337 -4.323 3.178
C -1.813 -3.623 4.295
C -0.662 -2.752 4.146
C -0.270 -2.104 5.288
C -0.809 -2.413 6.585
C -1.936 -3.150 6.717
C -2.530 -3.757 5.515
C -3.611 -4.641 5.678
H -4.939 -5.940 4.750
H -3.738 -5.786 2.529
H -1.846 -4.161 2.249
H 0.486 -1.334 5.156
H -0.317 -1.971 7.461
H -2.320 -3.325 7.747
H -4.138 -4.635 6.597
C 2.159 -0.843 -4.815
Si 1.293 0.842 -5.090
C 2.417 2.137 -4.311
C 1.096 0.825 -7.031
As -0.631 1.069 -3.897
Si -2.329 -0.419 -4.747
C -1.502 -2.068 -4.884
C -3.627 -0.487 -3.365
C -3.076 0.082 -6.323
Si -1.393 3.192 -4.242
C -0.490 4.411 -3.148
C -3.207 3.228 -3.749
C -1.279 3.894 -6.045
H 3.044 -0.611 -5.499
H 1.584 -1.662 -5.245
H 2.599 -1.088 -3.880
H 3.458 1.938 -4.527
H 2.406 2.158 -3.217
H 2.138 3.159 -4.659
H 2.011 0.611 -7.504
H 0.644 1.671 -7.584
H 0.530 -0.044 -7.154
H -2.191 -2.855 -5.397
H -1.072 -2.427 -3.966
H -0.737 -1.969 -5.648
H -4.432 0.189 -3.599
H -3.160 -0.271 -2.420
H -3.926 -1.553 -3.292
H -2.351 0.359 -7.095
H -3.670 0.982 -6.152
H -3.722 -0.699 -6.742
H -0.495 4.158 -2.095
H -0.964 5.427 -3.094
H 0.561 4.478 -3.306
H -3.424 3.067 -2.697
H -3.676 2.427 -4.332
H -3.704 4.192 -3.997
H -0.277 3.663 -6.468
H -1.402 4.946 -6.060
H -2.055 3.346 -6.613
S -2.081 -4.216 -1.203
C -1.581 -2.972 -0.303
N -1.320 -1.954 0.196
```

Atomic partial charges in e from the Löwdin method, atoms 1 to 4: 1.929, -0.028, -0.303, -0.014